(1)
Entry from the OMol25 dataset: a molecular structure, C41H45AsGe2MnN3O2S (ωB97M-V with the def2-TZVPD basis set).

Computed properties:
Orbital gap (spin up / spin down): 6.5 / 6.7 eV
E_HOMO (spin up / spin down): -7.067 / -7.000 eV
Expectation value of S²: 6.337
Relative energy (zero: lowest compared OMol25 entry of this formula, charge and spin): 0.0000 eV

ORCA input file:
```
! wB97M-V def2-TZVPD RIJCOSX def2/J DEFGRID3
* xyz 0 5
Mn 0.511 -0.292 -0.450
O -4.381 -0.487 -3.081
C -4.104 0.827 -3.056
C -5.063 1.692 -3.586
C -4.861 3.057 -3.573
C -3.696 3.597 -3.033
C -2.743 2.746 -2.514
C -2.919 1.361 -2.519
C -1.863 0.535 -1.888
O -0.833 1.082 -1.416
N -2.110 -0.794 -1.836
N -1.162 -1.424 -1.127
C -1.175 -2.686 -0.934
C -0.153 -3.228 -0.049
C -0.189 -4.559 0.355
C 0.733 -5.003 1.283
C 1.662 -4.106 1.791
C 1.641 -2.805 1.332
N 0.770 -2.369 0.421
H -3.622 -0.950 -2.644
H -5.965 1.258 -3.998
H -5.621 3.711 -3.983
H -3.545 4.668 -3.011
H -1.835 3.130 -2.067
H -1.944 -3.342 -1.334
H -0.952 -5.217 -0.038
H 0.715 -6.031 1.622
H 2.385 -4.401 2.539
H 2.344 -2.071 1.709
C 2.643 2.327 -2.676
As 3.109 2.481 -0.820
C 4.994 2.114 -0.703
C 2.870 4.348 -0.411
S 2.050 1.387 0.653
H 3.195 3.102 -3.208
H 1.570 2.471 -2.788
H 2.914 1.342 -3.048
H 5.554 2.808 -1.329
H 5.152 1.090 -1.042
H 5.299 2.208 0.337
H 3.499 4.963 -1.052
H 3.120 4.509 0.636
H 1.820 4.590 -0.568
C 5.758 -2.012 -2.160
C 5.107 -1.683 -0.950
C 3.792 -1.310 -0.956
C 3.037 -1.227 -2.159
C 1.674 -0.776 -2.161
C 1.069 -0.653 -3.392
C 1.726 -0.962 -4.605
C 3.019 -1.400 -4.600
C 3.712 -1.538 -3.374
C 5.073 -1.941 -3.338
H 6.797 -2.316 -2.151
H 5.653 -1.734 -0.015
H 3.306 -1.034 -0.032
H 0.043 -0.306 -3.458
H 1.196 -0.850 -5.544
H 3.533 -1.636 -5.525
H 5.566 -2.182 -4.274
C -1.073 0.616 5.258
Ge 0.128 0.850 3.716
C 0.653 2.750 3.717
C 1.803 -0.134 4.070
Ge -1.023 0.017 1.709
C -2.483 1.297 1.338
C -2.272 2.636 1.682
C -3.216 3.616 1.408
C -4.404 3.282 0.772
C -4.627 1.963 0.408
C -3.676 0.988 0.681
C -1.771 -1.731 2.277
C -1.169 -2.446 3.315
C -1.632 -3.697 3.708
C -2.718 -4.271 3.065
C -3.330 -3.584 2.025
C -2.857 -2.337 1.636
H -0.558 0.916 6.174
H -1.402 -0.418 5.361
H -1.956 1.244 5.133
H 1.500 2.864 4.397
H -0.162 3.377 4.084
H 0.955 3.094 2.730
H 2.260 0.287 4.968
H 2.501 -0.003 3.241
H 1.651 -1.201 4.236
H -1.349 2.931 2.165
H -3.019 4.644 1.690
H -5.139 4.043 0.547
H -5.536 1.689 -0.115
H -3.879 -0.017 0.342
H -0.320 -2.025 3.841
H -1.144 -4.218 4.524
H -3.086 -5.242 3.371
H -4.179 -4.019 1.512
H -3.349 -1.843 0.810
*
```

=====

(2)
Entry from the OMol25 dataset: a single C4H5Br molecule in a non-equilibrium geometry (ωB97M-V with the def2-TZVPD basis set).

Computed properties:
Orbital gap: 8.6 eV
E_HOMO: -8.643 eV
Relative energy (zero: lowest compared OMol25 entry of this formula, charge and spin): 0.9767 eV

ORCA input file:
```
! wB97M-V def2-TZVPD RIJCOSX def2/J DEFGRID3
* xyz 0 1
C -1.814 -0.918 -0.085
C -0.423 -0.566 -0.131
C 0.281 0.727 -0.044
C 1.659 1.062 -0.077
Br 2.963 -0.274 -0.148
H -2.478 -0.077 -0.064
H -2.139 -1.964 0.208
H 0.199 -1.525 0.170
H -0.471 1.531 0.172
H 2.223 2.004 -0.002
*
```

=====

(3)
Entry from the OMol25 dataset: a single C22H16N6S molecule in a non-equilibrium geometry (ωB97M-V with the def2-TZVPD basis set).

Computed properties:
Orbital gap: 8.1 eV
E_HOMO: -8.118 eV

ORCA input file:
```
! wB97M-V def2-TZVPD RIJCOSX def2/J DEFGRID3
* xyz 0 1
C 0.295 7.772 -0.162
C 1.422 7.205 0.452
C 1.504 5.818 0.748
C 0.420 4.986 0.432
N 0.470 3.686 0.780
C -0.608 2.977 0.528
N -0.565 1.662 1.010
C 0.666 0.902 1.053
C -0.122 -0.312 0.617
C 0.388 -1.033 -0.614
N 0.488 -0.347 -1.795
C 1.036 -0.988 -2.842
C 1.429 -2.337 -2.737
N 1.386 -3.013 -1.596
C 0.862 -2.377 -0.506
C 0.923 -3.141 0.756
C -0.252 -3.457 1.497
C -0.209 -4.135 2.685
C 1.035 -4.557 3.159
S 1.537 -5.430 4.606
C 3.219 -5.290 4.160
N 3.393 -4.743 2.965
C 2.192 -4.320 2.414
C 2.147 -3.625 1.218
C -1.353 0.571 0.350
N -1.684 3.345 -0.173
C -1.728 4.625 -0.507
C -0.694 5.524 -0.211
C -0.748 6.904 -0.548
H 0.295 8.852 -0.398
H 2.251 7.824 0.804
H 2.420 5.390 1.195
H 1.069 0.791 2.070
H 1.450 1.338 0.370
H -0.280 -0.929 1.467
H 1.239 -0.441 -3.763
H 1.904 -2.807 -3.585
H -1.226 -3.083 1.139
H -1.163 -4.312 3.180
H 4.062 -5.634 4.776
H 3.046 -3.497 0.621
H -1.631 0.775 -0.682
H -2.249 0.290 0.930
H -2.614 5.069 -0.946
H -1.610 7.312 -1.109
*
```

=====

(4)
Entry from the OMol25 dataset: 6 unconnected molecules or ions with the total composition C24H45BrNO18 in a non-equilibrium geometry (ωB97M-V with the def2-TZVPD basis set).

Computed properties:
Orbital gap: 6.5 eV
E_HOMO: -4.898 eV

ORCA input file:
```
! wB97M-V def2-TZVPD RIJCOSX def2/J DEFGRID3
* xyz -1 1
O -5.014 1.550 -4.796
C -5.246 2.422 -5.710
O -4.790 2.296 -7.023
C -6.118 3.711 -5.323
N -7.152 3.477 -4.277
C -8.123 2.423 -4.646
C -9.223 2.901 -5.755
O -9.737 2.042 -6.518
Br -9.795 4.813 -5.876
H -6.521 4.222 -6.282
H -5.373 4.481 -4.875
H -7.624 4.353 -3.991
H -7.662 1.421 -4.933
H -8.754 2.220 -3.692
C -3.151 0.955 -1.445
C -4.381 1.840 -1.512
O -5.389 1.389 -0.592
C -5.190 1.713 0.691
O -4.256 2.345 1.132
O -6.197 1.188 1.417
C -6.056 1.381 2.821
H -3.425 -0.094 -1.591
H -2.427 1.243 -2.210
H -2.665 1.024 -0.468
H -4.817 1.780 -2.513
H -4.134 2.890 -1.331
H -5.901 2.435 3.065
H -5.231 0.773 3.200
H -6.979 1.050 3.299
C -2.034 2.710 3.215
C -2.192 1.202 3.194
O -0.924 0.556 3.016
C -0.148 0.490 4.109
O -0.426 0.914 5.207
O 1.008 -0.106 3.766
C 1.965 -0.157 4.820
H -1.502 3.052 2.324
H -3.009 3.200 3.256
H -1.450 3.035 4.079
H -2.815 0.915 2.345
H -2.690 0.835 4.097
H 1.541 -0.606 5.721
H 2.341 0.847 5.030
H 2.800 -0.777 4.487
C -2.118 -2.344 -11.511
C -2.739 -3.401 -10.618
O -2.669 -3.015 -9.242
C -3.580 -2.102 -8.849
O -4.431 -1.605 -9.547
O -3.360 -1.824 -7.557
C -4.204 -0.791 -7.028
H -1.100 -2.114 -11.183
H -2.089 -2.684 -12.549
H -2.683 -1.411 -11.472
H -2.176 -4.333 -10.712
H -3.772 -3.618 -10.907
H -5.259 -1.009 -7.209
H -3.930 0.173 -7.462
H -4.042 -0.743 -5.951
C 5.027 -0.144 10.297
C 4.204 -0.808 9.210
O 4.962 -0.940 8.001
C 5.854 -1.944 7.981
O 6.060 -2.730 8.875
O 6.499 -1.907 6.802
C 7.546 -2.869 6.684
H 5.435 0.807 9.943
H 4.417 0.040 11.185
H 5.876 -0.766 10.588
H 3.342 -0.181 8.973
H 3.817 -1.779 9.532
H 7.188 -3.877 6.905
H 8.373 -2.601 7.346
H 7.906 -2.850 5.655
C 10.968 -1.592 -0.046
C 10.590 -2.828 0.748
O 10.157 -2.478 2.068
C 8.904 -2.000 2.158
O 8.132 -1.852 1.242
O 8.667 -1.689 3.445
C 7.395 -1.081 3.668
H 11.703 -0.994 0.500
H 11.386 -1.869 -1.016
H 10.100 -0.951 -0.217
H 11.469 -3.467 0.865
H 9.827 -3.421 0.235
H 6.586 -1.685 3.253
H 7.383 -0.076 3.239
H 7.246 -0.999 4.745
*
```

=====

(5)
Entry from the OMol25 dataset: a molecular structure, C8H2Cl6MnO8 in a non-equilibrium geometry (ωB97M-V with the def2-TZVPD basis set).

Computed properties:
Orbital gap (spin up / spin down): 6.4 / 8.0 eV
E_HOMO (spin up / spin down): -5.339 / -5.494 eV
Expectation value of S²: 6.055
Relative energy (zero: lowest compared OMol25 entry of this formula, charge and spin): 0.3825 eV

ORCA input file:
```
! wB97M-V def2-TZVPD RIJCOSX def2/J DEFGRID3
* xyz -1 5
Mn 0.101 0.771 -0.338
Cl -1.808 -5.660 -0.206
C -0.877 -4.211 -0.243
C 0.509 -4.273 -0.169
Cl 1.303 -5.798 -0.061
C 1.266 -3.094 -0.183
Cl 2.986 -3.132 -0.097
C 0.627 -1.870 -0.265
O 1.223 -0.683 -0.288
C -0.784 -1.801 -0.366
O -1.267 -0.580 -0.494
C -1.526 -2.973 -0.344
Cl -3.241 -2.869 -0.457
O 0.293 2.073 3.663
Cl -0.174 1.925 2.329
O 0.860 2.354 1.387
O -1.355 2.686 2.105
O -0.412 0.527 2.018
Cl -0.835 5.287 -1.888
C 0.485 4.420 -1.083
C 0.284 2.925 -1.147
O 1.275 2.177 -1.362
O -0.852 2.411 -0.920
H 0.496 4.708 -0.034
H 1.425 4.681 -1.556
*
```

=====

So what do the calculations give for calculated total energy? Going down the list: -267840.1720, -74268.9854, -42848.9297, -134007.1314, -131160.8215 eV.